[1]
Formula: C51H53BrN6O2P2Y
Source: OMol25
Level of theory: ωB97M-V/def2-TZVPD

## Properties
ΔE to the lowest compared entry with this formula, charge and spin (kcal per mole): 7.0
Frontier orbital gap (spin up / spin down) (eV): 6.25 / 5.28

Geometry as ORCA input:
```
! RIJCOSX wB97M-V def2-TZVPD def2/J DEFGRID3
* xyz 1 1
Y -0.17 -0.03 0.24
O 4.07 0.70 -1.19
C 4.66 1.17 -0.06
C 6.02 1.28 0.01
C 6.67 1.46 1.21
C 5.98 1.88 2.33
C 4.60 1.90 2.30
C 3.92 1.48 1.16
C 2.35 1.46 1.10
O 1.82 0.85 -0.03
N 1.96 0.71 2.30
N 0.66 0.19 2.28
C 0.28 -0.16 3.53
C -0.28 -1.30 3.98
Br -1.17 -2.41 1.19
C -0.47 -2.34 4.77
C -1.59 -3.24 4.85
C -2.93 -2.87 4.81
C -3.92 -3.86 4.79
C -3.56 -5.18 4.64
C -2.20 -5.58 4.69
C -1.23 -4.62 4.89
H 3.08 0.67 -0.90
H 6.54 1.18 -0.96
H 7.72 1.20 1.35
H 6.50 2.12 3.24
H 4.10 2.09 3.25
H 2.02 2.51 1.07
H 2.24 1.05 3.21
H 0.65 0.57 4.31
H 0.36 -2.72 5.37
H -3.25 -1.83 4.82
H -4.97 -3.56 4.86
H -4.35 -5.83 4.27
H -1.90 -6.62 4.48
H -0.22 -4.85 5.07
C -1.01 -2.81 -1.96
P 0.74 -2.57 -1.26
C 1.03 -4.28 -0.59
C 0.66 -5.43 -1.24
C 1.04 -6.69 -0.78
C 1.72 -6.81 0.40
C 2.08 -5.66 1.10
C 1.66 -4.41 0.62
C 1.72 -2.37 -2.80
C 1.82 -1.15 -3.46
C 2.61 -1.09 -4.62
C 3.36 -2.18 -5.08
C 3.32 -3.37 -4.34
C 2.45 -3.48 -3.26
C -1.54 -1.56 -2.56
C -2.11 -1.39 -3.84
C -2.41 -0.01 -4.01
C -1.93 0.66 -2.80
C -2.00 2.08 -2.48
P -0.40 2.93 -1.89
C 0.77 3.11 -3.26
C 1.94 2.35 -3.15
C 2.87 2.38 -4.18
C 2.79 3.36 -5.16
C 1.65 4.17 -5.27
C 0.60 4.02 -4.33
C -0.92 4.62 -1.47
C 0.09 5.57 -1.25
C -0.22 6.87 -0.83
C -1.55 7.27 -0.53
C -2.53 6.29 -0.75
C -2.23 5.05 -1.28
N -1.38 -0.30 -1.98
H -0.90 -3.60 -2.76
H -1.60 -3.26 -1.16
H 0.15 -5.33 -2.23
H 0.88 -7.49 -1.47
H 2.09 -7.76 0.75
H 2.75 -5.71 1.96
H 1.89 -3.50 1.22
H 1.27 -0.32 -3.10
H 2.65 -0.14 -5.16
H 4.07 -2.03 -5.93
H 3.94 -4.24 -4.57
H 2.44 -4.40 -2.71
H -2.26 -2.22 -4.54
H -2.71 0.48 -4.95
H -2.43 2.56 -3.36
H -2.71 2.22 -1.63
H 2.08 1.73 -2.27
H 3.76 1.78 -4.11
H 3.54 3.46 -5.97
H 1.70 4.91 -6.02
H -0.34 4.54 -4.45
H 1.12 5.27 -1.53
H 0.67 7.53 -0.67
H -1.75 8.20 -0.03
H -3.56 6.46 -0.47
H -3.09 4.41 -1.50
C -4.47 -0.50 2.55
N -3.92 0.38 1.49
C -4.15 -0.10 0.14
C -2.88 1.24 1.75
N -1.90 1.43 0.84
N -3.03 2.07 2.84
C -4.25 2.29 3.64
C -1.80 2.63 3.39
H -4.23 -1.59 2.37
H -5.55 -0.39 2.75
H -3.96 -0.37 3.53
H -5.06 -0.74 0.13
H -3.31 -0.76 -0.24
H -4.34 0.67 -0.57
H -1.37 2.33 1.01
H -5.13 1.98 3.03
H -4.29 3.38 3.91
H -4.20 1.66 4.54
H -0.95 2.03 3.07
H -1.85 2.50 4.48
H -1.69 3.64 3.07
*
```


[2]
Formula: C5H4O3
Source: OMol25
Level of theory: ωB97M-V/def2-TZVPD

## Properties
ΔE to the lowest compared entry with this formula, charge and spin (kcal per mole): 94.6
Frontier orbital gap (eV): 10.81

Geometry as ORCA input:
```
! RIJCOSX wB97M-V def2-TZVPD def2/J DEFGRID3
* xyz 0 1
C -1.24 -0.54 -0.07
C -0.45 0.42 -0.99
C -0.42 0.17 1.04
C 0.96 -0.21 0.69
C 0.99 -0.09 -0.73
H -0.84 0.91 -1.87
H -0.85 0.30 2.00
H 1.91 -0.02 1.24
H 1.87 0.26 -1.28
O -2.31 -1.06 -0.08
O -0.60 1.29 0.15
O 0.98 -1.42 -0.09
*
```


For reference, E_tot by record: -5749.05591; -418.51112 a.u..